[1]
ORCA calculation (the ωB97M-V functional and the def2-TZVPD basis) on C34H26Cl2N4O5S4Zr as an isolated structure.

```
76
Properties=species:S:1:pos:R:3:forces:R:3
C -2.745 -1.203 3.584 0.092 -0.030 -0.083
H 4.085 -4.256 -1.588 0.001 0.001 0.000
O -6.175 -2.684 4.340 0.000 0.006 -0.043
H 2.361 4.375 5.135 -0.128 -0.005 0.065
H -0.708 -1.963 -6.243 0.001 0.000 -0.002
C 2.773 2.282 -2.283 -0.026 0.173 0.011
H 4.213 -4.001 -3.344 0.000 0.001 0.000
C -5.201 -2.032 4.088 -0.007 -0.009 0.085
C 1.734 -2.957 -3.418 -0.009 -0.001 0.013
C 1.814 1.411 -0.324 0.185 0.197 -0.238
H 2.460 -4.441 -4.788 0.000 0.001 -0.002
C 3.530 -4.226 -2.521 -0.003 0.007 0.000
C 0.867 -3.285 -5.634 0.001 -0.002 0.004
C 4.291 0.307 2.187 -0.072 0.114 0.108
C 1.546 3.826 3.239 -0.108 0.314 0.237
N -1.412 -1.322 -1.569 -0.034 -0.044 0.021
Zr -1.351 0.496 1.608 -0.550 0.158 0.333
H 1.829 2.495 -2.790 0.013 -0.035 0.000
N 0.413 1.701 3.205 0.216 -0.172 -0.049
H 3.538 2.009 -3.004 -0.014 -0.030 -0.010
O -0.768 2.344 0.985 -0.235 0.176 -0.222
S -1.009 -1.333 3.302 0.132 0.026 0.030
Cl 4.634 4.090 3.445 0.183 -0.058 -0.203
C -2.684 -1.026 -1.018 -0.009 -0.014 -0.012
C 0.487 2.677 1.156 0.428 0.136 -0.312
H -1.456 -1.919 -2.382 0.007 0.011 0.002
N 0.853 -1.242 -1.981 0.005 0.004 0.004
C -3.731 -1.567 -1.790 -0.004 -0.001 0.004
C -3.488 -0.071 3.612 0.061 -0.013 -0.053
C 3.161 -0.149 1.864 -0.088 0.131 -0.290
C 1.842 3.601 4.584 0.038 -0.182 0.032
H 0.889 -3.827 -6.570 0.000 0.000 -0.001
C 0.737 1.491 4.476 -0.122 0.109 0.097
C 1.757 5.163 2.638 -0.258 -0.189 -0.262
H 1.718 2.224 6.234 -0.009 -0.004 0.006
H -6.337 -0.417 -0.002 -0.001 0.002 -0.001
C 4.245 5.539 2.618 -0.150 0.143 0.164
H -3.828 -3.430 -4.468 0.000 0.001 -0.001
C 1.411 2.570 0.169 -0.218 -0.286 0.451
C -0.041 -1.553 -4.249 0.006 0.007 -0.013
H 2.749 6.836 1.963 0.046 -0.016 0.091
C 0.814 -1.916 -3.221 0.004 -0.009 -0.001
C 2.888 5.857 2.415 0.130 0.032 0.150
S -3.586 -2.719 3.843 -0.019 0.005 -0.060
H 0.340 0.587 4.923 0.058 -0.025 -0.003
O 2.560 -3.202 -2.368 0.001 -0.007 -0.001
C 0.858 2.806 2.593 -0.219 -0.033 -0.086
Cl 0.217 5.952 2.280 0.091 -0.073 -0.157
H 1.403 -1.397 1.710 -0.017 0.033 0.039
H -4.915 -3.613 -3.072 -0.001 0.001 0.001
N -0.015 -0.267 -0.060 0.039 -0.088 0.140
S -5.197 -0.264 3.952 -0.005 -0.035 -0.043
C -0.029 -2.248 -5.452 0.000 0.003 0.000
C 1.303 0.145 0.300 0.059 -0.007 -0.096
C 1.759 -3.636 -4.626 -0.002 -0.002 -0.006
H 5.094 6.184 2.507 0.045 -0.110 -0.189
C -5.044 -1.367 -1.425 0.009 -0.002 -0.005
C -0.200 -0.923 -1.185 0.033 0.062 0.049
C 1.481 2.412 5.197 -0.022 -0.002 -0.014
H -4.534 0.540 1.300 0.000 -0.001 -0.016
C -2.915 -0.279 0.135 0.006 0.014 -0.055
H -5.854 -1.784 -2.005 0.000 0.000 0.000
C -4.276 -0.070 0.446 -0.007 0.020 0.015
C -5.311 -0.599 -0.296 0.000 0.005 0.004
C 1.891 -0.519 1.304 0.082 -0.127 -0.042
S -2.949 1.556 3.242 0.026 -0.004 0.092
H -0.715 -0.717 -4.110 0.006 0.001 0.004
O -3.336 -2.279 -2.896 0.001 -0.004 -0.001
H 3.709 -0.830 2.683 0.184 0.050 0.167
H 3.055 -5.194 -2.693 -0.001 -0.002 -0.001
H 1.767 -1.145 -1.562 0.014 0.029 -0.017
H -5.021 -2.161 -4.102 -0.001 0.001 0.000
O 2.621 1.176 -1.405 -0.113 -0.098 0.120
H 3.073 3.181 -1.740 0.048 -0.043 0.075
C -4.343 -2.901 -3.671 0.006 0.003 0.001
H 4.402 3.102 2.595 0.194 -0.211 -0.025
```
Forces are in eV/Å.

Summary:
**Energy relative to the best compared isomer or geometry (same formula, charge and spin)**: 11.723 eV
**Net charge**: 0
**Frontier orbital gap**: 6.83 eV
**LUMO energy**: -0.18 eV

Want to see where the charge sits? The Löwdin charges in e are:
1. C -1.150
2. H 0.095
3. O -0.053
4. H 0.118
5. H 0.106
6. C -0.070
7. H 0.099
8. C -1.009
9. C -0.217
10. C -0.278
11. H 0.105
12. C -0.064
13. C -0.078
14. C 0.110
15. C -0.238
16. N 0.163
17. Zr 1.371
18. H 0.098
19. N 0.040
20. H 0.089
21. O -0.237
22. S 0.492
23. Cl 0.953
24. C -0.170
25. C -0.354
26. H 0.120
27. N 0.174
28. C -0.220
29. C -1.161
30. C -0.202
31. C -0.045
32. H 0.107
33. C -0.125
34. C -0.639
35. H 0.109
36. H 0.108
37. C -0.515
38. H 0.092
39. C 0.135
40. C -0.023
41. H 0.105
42. C -0.155
43. C -0.262
44. S 0.961
45. H 0.083
46. O -0.076
47. C -0.176
48. Cl 0.653
49. H 0.097
50. H 0.099
51. N -0.008
52. S 0.967
53. C -0.081
54. C -0.240
55. C -0.014
56. H 0.033
57. C -0.021
58. C -0.321
59. C -0.029
60. H 0.031
61. C -0.172
62. H 0.104
63. C -0.156
64. C -0.075
65. C -0.047
66. S 0.542
67. H 0.127
68. O -0.113
69. H 0.104
70. H 0.098
71. H 0.139
72. H 0.097
73. O -0.102
74. H 0.086
75. C -0.070
76. H -0.042

[2]
ORCA calculation (the ωB97M-V functional and the def2-TZVPD basis) on C34H26FMgN3P2S2 as an isolated structure at a distorted geometry.

```
69
Properties=species:S:1:pos:R:3:forces:R:3
H -1.112 -0.971 -7.685 0.010 -0.002 0.010
C 1.794 3.223 -3.761 -0.032 -0.054 0.006
H -0.272 0.337 -5.778 -0.014 -0.035 -0.002
C -1.308 -3.346 -5.285 0.012 0.029 -0.017
C -0.749 -1.344 3.884 -0.023 0.062 0.059
C 3.558 -0.477 -0.829 -0.031 -0.017 0.011
S -0.892 1.607 -0.193 -0.081 -0.031 -0.031
C -1.032 -1.439 -6.710 0.019 0.033 0.039
C 0.804 1.042 3.542 -0.001 0.084 -0.102
H -1.437 3.897 -4.502 -0.013 -0.007 0.007
P 0.049 -0.332 2.578 0.219 -0.246 0.286
C -2.992 2.460 1.296 0.092 -0.242 -0.175
C 1.317 2.326 5.529 0.010 -0.001 -0.040
C -2.519 1.429 0.400 0.055 0.282 0.157
C -0.070 -1.953 4.938 0.013 -0.056 -0.006
S -2.983 -0.898 -1.030 -0.058 0.134 0.111
H 2.507 -0.756 -3.452 0.039 0.027 -0.004
H 2.767 3.698 -3.715 0.002 -0.011 0.005
C 2.069 3.220 4.780 -0.030 -0.044 -0.017
H 2.343 -1.168 3.038 0.033 0.007 0.011
F -0.882 -2.442 1.007 0.015 -0.440 0.327
H -1.680 1.562 -3.742 0.014 0.018 -0.005
H 1.271 -2.350 2.236 0.005 -0.011 0.007
H 1.214 2.470 6.599 -0.013 -0.009 -0.006
C 1.660 1.893 -3.369 0.033 0.068 -0.018
C -3.364 0.409 0.067 -0.292 -0.146 -0.002
C 3.486 -0.527 0.593 -0.005 -0.051 -0.047
C -0.752 -2.704 5.886 -0.005 0.022 -0.023
C 2.175 3.038 3.405 -0.027 -0.043 0.016
C -1.400 -2.766 -6.545 0.021 0.021 0.045
Mg -0.558 -1.033 -0.102 -0.771 0.588 -0.328
C -2.131 -2.855 5.790 0.008 0.042 -0.053
C -2.129 -1.516 3.789 0.017 -0.037 0.013
H -3.890 -2.389 4.643 0.021 0.009 0.005
C -4.695 0.401 0.631 0.277 0.032 -0.139
C -2.818 -2.263 4.738 0.056 -0.003 0.017
H 2.740 3.742 2.805 -0.011 -0.019 0.001
C 0.418 1.271 -3.399 -0.147 0.016 0.027
H -1.768 -3.340 -7.387 -0.007 -0.003 0.002
C 1.612 -1.313 2.241 -0.067 0.109 -0.132
H 4.411 -0.192 -1.431 -0.029 -0.016 -0.008
H 1.713 -2.213 -2.866 -0.008 -0.038 -0.031
H 1.599 1.847 1.715 -0.002 0.005 0.018
C -0.562 3.333 -4.203 0.048 -0.015 0.020
H 0.796 4.978 -4.489 -0.007 -0.007 0.001
H -1.612 -4.375 -5.138 0.003 0.006 0.016
H 2.555 4.062 5.260 -0.006 -0.007 -0.010
P 0.117 -0.436 -2.824 0.335 -0.194 -0.320
C 0.690 3.941 -4.191 -0.005 -0.051 0.011
N -3.349 3.300 2.000 -0.011 0.051 0.027
H 2.527 1.359 -3.001 0.003 -0.018 0.003
C -0.697 2.018 -3.792 -0.029 0.029 0.022
C 0.691 1.246 4.915 -0.017 0.026 0.023
H -0.827 -3.044 -3.218 -0.002 -0.008 -0.013
H -2.665 -3.440 6.530 -0.005 -0.005 -0.006
H 4.268 -0.275 1.296 -0.042 -0.022 0.003
H 0.101 0.562 5.514 0.024 0.037 -0.016
H -2.658 -1.080 2.949 0.014 -0.008 0.016
H -0.210 -3.171 6.701 -0.004 0.005 -0.019
C 1.541 1.967 2.791 0.016 0.010 0.038
C 2.215 -0.979 0.903 -0.106 -0.087 -0.105
C -0.561 -0.698 -5.631 0.085 0.006 -0.063
N 1.488 -1.184 -0.244 0.674 0.168 0.015
N -5.767 0.376 1.058 -0.044 -0.025 0.023
C 1.828 -1.140 -2.689 -0.043 0.152 0.111
C -0.455 -1.269 -4.366 -0.063 -0.070 0.048
C -0.853 -2.600 -4.209 -0.038 0.031 0.001
C 2.321 -0.894 -1.290 -0.056 -0.037 0.176
H 1.007 -1.841 5.016 -0.027 0.005 0.006
```
Forces are in eV/Å.

Summary:
**Net charge**: -2
**Frontier orbital gap**: 5.56 eV
**LUMO energy**: 4.35 eV

Want to see where the charge sits? The Löwdin charges in e are:
1. H 0.091
2. C -0.096
3. H 0.094
4. C -0.098
5. C -0.365
6. C -0.101
7. S 0.522
8. C -0.106
9. C -0.338
10. H 0.096
11. P 1.065
12. C -0.316
13. C -0.113
14. C -0.799
15. C -0.113
16. S 0.478
17. H 0.077
18. H 0.092
19. C -0.123
20. H 0.079
21. F -0.533
22. H 0.113
23. H 0.078
24. H 0.088
25. C -0.077
26. C -0.805
27. C -0.097
28. C -0.110
29. C -0.095
30. C -0.119
31. Mg 0.201
32. C -0.116
33. C -0.077
34. H 0.099
35. C -0.324
36. C -0.085
37. H 0.095
38. C -0.389
39. H 0.088
40. C -0.273
41. H 0.073
42. H 0.077
43. H 0.083
44. C -0.093
45. H 0.088
46. H 0.095
47. H 0.085
48. P 1.031
49. C -0.111
50. N 0.112
51. H 0.087
52. C -0.128
53. C -0.093
54. H 0.107
55. H 0.086
56. H 0.077
57. H 0.089
58. H 0.103
59. H 0.088
60. C -0.096
61. C -0.404
62. C -0.086
63. N -0.014
64. N 0.107
65. C -0.285
66. C -0.340
67. C -0.103
68. C -0.423
69. H 0.101

[3]
ORCA calculation (the ωB97M-V functional and the def2-TZVPD basis) on C34H26MgN3O3PS2 as an isolated structure at a distorted geometry.

```
70
Properties=species:S:1:pos:R:3:forces:R:3
H -1.698 -1.522 2.206 0.009 0.025 0.028
C -3.320 2.703 -0.142 0.229 0.071 -0.001
H -1.819 3.525 1.225 -0.042 0.043 0.051
C 0.288 1.090 3.027 0.015 0.006 0.035
S 1.043 3.568 -2.883 0.070 0.238 0.276
H 3.308 -3.585 -1.876 -0.037 0.008 -0.005
H 1.481 -1.824 2.124 -0.017 0.025 0.030
C 2.358 -2.332 -4.906 -0.135 0.149 0.222
C 3.397 -0.952 2.535 -0.068 -0.017 -0.111
C -1.421 -4.972 0.592 0.004 0.088 -0.058
H 3.794 -3.826 -4.344 -0.009 0.010 0.012
C -0.380 -0.118 5.010 -0.027 0.003 -0.095
C 0.203 -0.540 -2.300 0.422 0.912 0.107
H 0.859 1.882 2.551 -0.039 -0.044 0.042
H 3.427 0.043 -1.189 0.020 0.025 0.009
C -5.926 1.842 -0.617 0.037 0.038 0.168
H 3.366 -1.215 3.587 -0.021 -0.004 -0.023
C -1.137 -0.830 2.825 -0.012 -0.006 0.115
C -4.220 2.513 0.912 0.010 0.004 -0.013
H 2.584 -2.440 -5.965 -0.018 0.017 0.013
C 3.046 -3.120 -4.001 -0.107 0.065 0.090
C -5.064 2.006 -1.674 0.094 0.019 0.007
H -6.941 1.510 -0.805 -0.008 -0.006 -0.011
H 0.880 -0.757 -5.240 0.040 -0.049 0.020
S -0.467 0.454 0.462 -0.188 -0.056 0.072
C 4.479 -0.250 2.024 -0.068 -0.056 -0.015
C -5.513 2.084 0.703 -0.022 -0.030 -0.129
H -3.167 -3.896 -0.052 0.025 0.023 -0.013
O 1.998 3.306 0.758 0.016 -0.108 -0.008
C 2.761 -2.984 -2.599 0.025 -0.026 -0.128
C 1.084 4.524 -1.359 -0.031 -0.103 0.085
O -2.912 2.504 -2.503 -0.805 0.021 0.280
N 0.018 4.220 -0.336 -0.254 0.228 0.155
H -0.360 -0.247 6.086 0.010 -0.010 -0.005
H 2.319 6.015 -1.837 0.152 -0.015 -0.048
N 1.389 5.942 -1.446 -0.197 -0.214 0.176
H -6.190 1.933 1.535 0.004 0.000 -0.014
C -2.016 3.272 0.185 -0.254 0.083 -0.097
P 0.928 -1.221 -0.821 -0.227 -0.897 -0.228
C 1.315 3.826 -0.068 -0.168 0.093 -0.330
O -0.521 0.546 -2.566 0.266 -1.487 0.003
C 2.341 -0.959 0.358 -0.118 0.400 -0.002
C 1.386 -1.382 -4.512 0.215 -0.089 0.012
H 0.489 -5.792 1.124 0.017 0.024 -0.009
H -1.972 -5.862 0.874 -0.003 0.014 0.014
H 0.771 6.317 -2.156 -0.061 0.076 -0.153
H 5.320 0.679 0.278 -0.022 -0.028 -0.015
H -1.641 -1.822 4.657 -0.006 0.003 -0.017
C 0.664 -3.788 0.357 -0.061 -0.009 0.011
C 1.134 -1.251 -3.136 -0.398 -0.022 -0.346
C 0.002 -2.671 -0.147 0.040 0.039 0.174
H -1.887 -1.862 -0.712 -0.010 -0.029 0.023
C 2.329 -1.296 1.708 0.077 -0.064 0.030
H 1.744 -3.765 0.451 0.001 -0.032 0.010
C 3.430 -0.246 -0.143 0.072 0.010 0.019
C -2.089 -3.868 0.068 0.083 0.051 -0.006
H 0.891 1.614 5.017 0.005 0.018 -0.022
C -1.382 -2.729 -0.301 -0.039 -0.007 0.033
N -1.146 3.542 -0.712 0.433 0.261 0.429
Mg -1.022 2.267 -2.313 0.580 0.126 -0.489
C -3.714 2.412 -1.489 0.184 0.048 -0.145
H -3.871 2.709 1.920 0.004 0.010 0.024
C -0.042 -4.931 0.732 0.074 0.143 -0.043
H -5.378 1.802 -2.690 0.006 -0.013 -0.023
C 0.312 0.928 4.408 -0.044 -0.060 -0.152
H 5.303 0.029 2.670 -0.004 0.013 0.006
C 4.491 0.107 0.680 -0.106 -0.020 -0.076
C 1.826 -2.081 -2.212 0.172 0.001 0.071
C -0.444 0.218 2.203 0.187 0.031 0.080
C -1.101 -0.996 4.205 0.030 0.039 -0.104
```
Forces are in eV/Å.

Summary:
**Energy relative to the best compared isomer or geometry (same formula, charge and spin)**: 0.000 eV
**Net charge**: -2
**Frontier orbital gap**: 4.17 eV
**LUMO energy**: 4.59 eV

Want to see where the charge sits? The Löwdin charges in e are:
1. H 0.088
2. C -0.149
3. H 0.134
4. C -0.121
5. S 0.514
6. H 0.082
7. H 0.095
8. C -0.165
9. C -0.098
10. C -0.124
11. H 0.057
12. C -0.140
13. C -0.476
14. H 0.083
15. H 0.116
16. C -0.120
17. H 0.093
18. C -0.123
19. C -0.067
20. H 0.074
21. C -0.171
22. C -0.028
23. H 0.087
24. H 0.080
25. S 0.749
26. C -0.118
27. C -0.131
28. H 0.092
29. O 0.100
30. C -0.116
31. C -0.823
32. O -0.127
33. N 0.029
34. H 0.078
35. H 0.053
36. N 0.021
37. H 0.080
38. C -0.098
39. P 0.880
40. C -0.418
41. O -0.312
42. C -0.298
43. C -0.067
44. H 0.088
45. H 0.084
46. H 0.049
47. H 0.093
48. H 0.087
49. C -0.091
50. C -0.255
51. C -0.292
52. H 0.099
53. C -0.105
54. H 0.101
55. C -0.076
56. C -0.101
57. H 0.088
58. C -0.101
59. N -0.015
60. Mg 0.431
61. C -0.351
62. H 0.106
63. C -0.106
64. H 0.103
65. C -0.117
66. H 0.085
67. C -0.096
68. C -0.256
69. C -0.629
70. C -0.119